[1]
Here is 4 unconnected molecules or ions with the total composition C3H12O4 from OMol25. Energies are from the ωB97M-V functional and the def2-TZVPD basis.

Structure (XYZ):
```
19
Properties=species:S:1:pos:R:3:mulliken_charge:R:1
C -0.50 0.50 1.27 -1.167
C -0.22 0.27 -0.02 0.558
O 0.58 1.05 -0.85 -0.488
C -0.98 -0.79 -0.84 -0.868
H -1.37 0.07 1.80 0.414
H 0.13 1.25 1.82 0.243
H 0.18 1.91 -0.97 0.462
H -1.54 -1.51 -0.24 0.362
H -0.38 -1.23 -1.62 0.253
H -1.83 -0.07 -1.29 0.255
H 2.00 -1.53 -1.00 0.303
H 1.72 -1.84 0.41 0.329
O 2.37 -1.46 -0.12 -0.603
H -1.61 2.80 -0.18 0.349
H -0.77 4.00 -0.84 0.323
O -1.13 3.10 -0.95 -0.695
H -0.52 -3.02 2.09 0.347
H -0.32 -1.73 1.77 0.248
O -0.01 -2.57 1.38 -0.623
```

Frontier orbital gap: 0.35500 Ha
Largest force on an atom: 3.87 eV/A
E: -422.400550 hartree

[2]
Here is 4 unconnected molecules or ions with the total composition C3H12O4 from OMol25. Energies are from the ωB97M-V functional and the def2-TZVPD basis.

Structure (XYZ):
```
19
Properties=species:S:1:pos:R:3:mulliken_charge:R:1
C 0.78 1.37 -0.90 -0.867
C 1.23 1.92 -2.02 0.599
O 0.89 1.28 -3.22 -0.483
C 2.24 3.03 -2.00 -0.968
H 0.98 1.79 0.09 0.222
H 0.03 0.61 -0.78 0.301
H 0.54 1.97 -3.79 0.321
H 3.22 2.64 -1.71 0.224
H 2.27 3.63 -2.90 0.331
H 1.96 3.77 -1.26 0.322
H -5.42 -1.51 3.92 0.321
H -5.98 -2.60 2.99 0.317
O -6.13 -1.70 3.30 -0.638
H 3.25 1.52 4.29 0.319
H 4.74 1.38 4.38 0.318
O 4.02 1.26 3.75 -0.638
H -2.69 -6.37 -0.94 0.321
H -2.64 -5.15 -0.08 0.316
O -2.05 -5.76 -0.53 -0.637
```

Frontier orbital gap: 0.35241 Ha
Largest force on an atom: 1.49 eV/A
E: -422.407400 hartree